[1]
The following is a quantum chemistry calculation of a 3-piece molecular cluster, C38H65ClNO17P2 overall, from the Open Molecules 2025 dataset.

Output
E_HOMO: -11.3 eV
Charge: +1
Multiplicity: 1

Atoms and positions in Å:
Cl -1.1635 -2.5417 6.2774
P -3.0132 -4.9569 -8.7009
P 3.7246 7.1949 3.1548
O 0.2548 -2.8941 -2.1019
O 3.2720 -0.4047 4.7775
O 3.8694 5.9385 2.3937
O -3.0031 -4.0198 -9.8379
O -1.4983 -5.0522 -8.1327
O 4.3489 8.6347 3.3763
O -3.1859 -6.4177 -9.3735
O 2.3413 7.8398 2.6166
O -3.8465 -5.4150 -7.4227
O -4.3946 -2.7172 -1.3740
O -2.8866 -2.6485 1.3343
O 3.3114 6.7921 4.6724
O 0.7958 -3.2397 -4.2585
O 3.5319 -1.9522 3.2056
O -1.0297 4.8102 -0.3982
O -2.7072 -1.4435 -0.5609
O -1.5080 3.1586 1.0513
N 0.5903 -2.5917 4.3857
C -0.3153 2.1826 2.9786
C -0.6372 -2.1660 4.6985
C 1.4786 -2.7109 0.0188
C -1.4049 2.7535 -1.3915
C -3.4419 -6.5716 -10.7715
C -3.4478 -5.3504 -6.0553
C -1.3050 3.6603 -0.2160
C 1.4279 -2.3615 -1.4808
C 3.8772 5.6431 5.2980
C -4.0394 -4.1465 -5.3459
C 1.0711 -1.4623 0.8376
C -2.8000 -1.0374 4.1384
C 1.1544 -2.3919 3.1832
C -1.6861 -0.5937 1.4766
C -2.1532 -6.7579 -11.5447
C 3.6351 -1.5122 4.5179
C -0.6658 -3.8930 -8.0892
C 4.9211 9.1711 4.5727
C 5.3274 5.8376 5.6918
C -2.5307 2.0635 -1.5977
C -2.4799 -1.6830 0.7559
C 0.4638 -1.7227 2.1972
C -0.2344 2.6909 1.5370
C 1.6396 7.2779 1.5066
C 6.4356 9.1036 4.5562
C -2.8578 0.2467 5.0043
C -1.4118 -1.4942 3.7899
C 0.5929 -3.7056 -3.1784
C 0.5943 6.2857 1.9664
C -1.6792 1.2229 4.8728
C -0.8392 -1.2893 2.5191
C 2.5496 -2.9554 3.0279
C -1.0730 -2.9231 -7.0005
C 0.7101 -5.1757 -2.8628
C -1.7178 2.1396 3.6208
C -4.0776 -1.6775 -0.9083
C 4.2072 -2.4287 5.5627
C -5.0393 -0.5606 -0.6357
H 1.9386 -0.8078 0.9538
H -1.6850 -7.7077 -11.2816
H -4.0679 -7.4590 -10.8756
H 2.6660 -3.4492 2.0721
H 0.2004 1.2251 3.0849
H -2.4254 0.0456 1.9512
H 0.1473 5.7702 1.1127
H 0.2660 2.8822 3.5823
H 6.8415 9.4220 5.5165
H 3.7714 4.7655 4.6565
H 5.4317 6.6571 6.4043
H 1.1590 8.1089 0.9890
H -3.8259 -3.2255 -5.8883
H 0.3601 -0.9175 0.2274
H 4.5073 8.7148 5.4690
H 2.3335 6.8212 0.8027
H -0.6470 -3.3940 -9.0596
H 2.6806 -3.7444 3.7793
H 1.7359 -5.5085 -3.0051
H 0.4328 -5.3398 -1.8223
H 0.0205 -5.7412 -3.4854
H -1.1124 0.0027 0.7776
H -2.9303 1.8782 -2.5868
H 4.6088 10.2155 4.5946
H 2.3360 -2.7080 -1.9777
H -4.0151 -5.7292 -11.1550
H -4.5858 0.2144 -0.0196
H -1.7729 1.8958 5.7274
H -3.0130 0.0298 6.0600
H 0.4611 3.5312 1.5016
H -0.4234 -2.0480 -7.0008
H -2.1041 -2.5884 -7.1418
H 5.9410 6.0742 4.8198
H 0.1701 1.9508 0.8332
H -1.9356 3.1522 3.9559
H 6.7841 8.0930 4.3421
H 1.0288 5.5444 2.6426
H -2.5150 1.8649 2.9303
H -5.9414 -0.9290 -0.1568
H 4.0752 -3.4822 5.3115
H -3.0728 1.6883 -0.7364
H 0.3459 -4.2536 -7.8996
H -2.3444 -6.7533 -12.6185
H -3.7498 0.7890 4.6820
H 3.6965 -2.2558 6.5074
H 6.8386 9.7554 3.7811
H 5.7234 4.9337 6.1554
H 1.4330 -1.2742 -1.5923
H -3.6387 -4.0627 -4.3343
H 2.5199 -2.9672 0.2120
H 1.1059 -3.1040 5.0915
H -1.4356 -5.9704 -11.3142
H -2.3667 -5.3943 -5.9378
H -3.8388 -6.2616 -5.5997
H -0.2013 6.7912 2.5168
H -1.0054 -3.3915 -6.0193
H 5.2720 -2.2502 5.7018
H 0.8393 -3.5632 0.2469
H -5.1234 -4.2386 -5.2774
H -3.3854 -0.9837 3.2293
H -5.3126 -0.1093 -1.5897
H -0.7021 0.7457 4.9726
H -3.2562 -1.8368 4.7264
H -0.5685 2.6456 -2.0713
H 3.2769 5.4595 6.1904



[2]
The following is a quantum chemistry calculation of a 5-piece molecular cluster, C29H63Br2FSi overall, from the Open Molecules 2025 dataset.

Output
SMILES: C=C[Si@@H](F)/C(Br)=C(\C)Br.CCCCCC.CCCCCC.CCCCCC.CCCCCC
E_HOMO: -8.1 eV
Multiplicity: 1

Atoms and positions in Å:
Br 2.8916 5.5840 0.9152
Br 2.6554 2.2347 1.3263
Si -0.5083 5.7755 0.7266
F -0.2187 7.2988 0.0037
C 3.0589 -8.2251 1.0563
C 5.0408 -8.6373 2.6068
C 1.1480 -10.6785 0.6417
C 2.6516 -1.7399 2.3823
C -7.4766 0.2399 0.7905
C -0.2164 7.6194 -5.0785
C 0.8823 6.1993 -3.2178
C 1.4705 -1.7216 0.1222
C 3.7248 -2.7760 2.0363
C -4.5194 3.3837 -1.3416
C 1.0971 4.7273 0.9156
C -4.6823 1.6412 0.5131
C 1.3292 -1.8886 1.6295
C -5.2077 0.4887 -0.3472
C 4.4180 -8.9003 1.2420
C 2.9923 -4.5694 3.6946
C -0.3909 2.5706 1.1007
C 0.9998 3.3227 1.0779
C 0.4143 7.5780 -3.6835
C -0.2492 5.1872 -3.0965
C 1.6575 -10.1880 1.9895
C 1.9427 7.9137 -6.4030
C -2.6586 5.7851 2.7926
C 3.3171 -4.2350 2.2457
C -5.0682 3.0424 0.0364
C 1.9585 -8.6888 2.0150
C -1.2439 5.9148 2.4739
C 0.6694 7.1018 -6.2128
C -6.7262 0.4402 -0.5196
H -3.4286 3.3041 -1.3576
H 1.3567 6.3094 -2.2365
H 3.1823 -7.1423 1.1723
H 0.9066 -11.7433 0.6946
H 0.0929 7.1353 -7.1432
H 3.0605 -0.7425 2.1864
H -0.3148 7.9664 -2.9640
H -0.5114 6.1441 3.3204
H -4.7867 4.4092 -1.6093
H -5.0290 1.5128 1.5440
H -7.1600 -0.6827 1.2842
H 1.7104 8.9634 -6.6015
H 2.5443 -10.7607 2.2783
H -8.5508 0.1698 0.6025
H 2.1093 -2.4944 -0.3117
H -1.0582 2.8213 0.2022
H 0.8963 -10.3997 2.7475
H -4.9245 2.7257 -2.1135
H -6.9710 -0.3902 -1.1902
H 0.6339 -1.1269 1.9995
H 0.8689 -2.8569 1.8507
H -0.9730 2.8086 2.0597
H -3.5888 1.5697 0.5544
H 2.1309 -4.0038 4.0572
H 0.4914 -1.7944 -0.3585
H 2.5893 7.8641 -5.5240
H -4.8709 -0.4544 0.0977
H 2.7293 -8.3800 0.0231
H -4.7438 0.5345 -1.3386
H -6.1561 3.1608 0.0389
H 5.0989 -8.5235 0.4714
H 1.2653 8.2669 -3.6488
H -7.0850 1.3488 -1.0136
H 1.8952 -0.7444 -0.1237
H 4.4301 -9.0463 3.4151
H -1.3745 4.9764 -0.1673
H 2.4477 -1.7740 3.4582
H -1.1500 7.0470 -5.0726
H -3.1576 4.8203 3.1097
H 2.4632 -4.4884 1.6093
H 0.9245 6.0501 -6.0488
H 2.7531 -5.6320 3.7918
H 1.6541 5.8091 -3.8890
H -1.0150 5.5409 -2.4012
H -4.6793 3.7710 0.7564
H 4.6140 -2.5664 2.6417
H -7.3158 1.0723 1.4795
H -0.2688 1.4328 1.0647
H 1.0405 -8.1392 1.7774
H 5.1664 -7.5646 2.7781
H 4.3358 -9.9793 1.0770
H -0.7230 4.9924 -4.0615
H 4.0351 -2.6439 0.9944
H 2.5122 7.5284 -7.2528
H 0.1365 4.2358 -2.7193
H 3.8444 -4.3552 4.3452
H 6.0262 -9.1059 2.6680
H 0.2417 -10.1421 0.3481
H -0.5020 8.6548 -5.2967
H -3.2636 6.7552 2.6992
H 2.2226 -8.4008 3.0382
H 1.8950 -10.5493 -0.1448
H 4.1436 -4.8745 1.9180



Gap between HOMO and LUMO
In order: 7.068 6.418
Unit: eV